58
Properties=species:S:1:pos:R:3:lowdin_charge:R:1 method="wB97M-V/def2-TZVPD" lumo_energy_ev=0.147 molar_mass_g_mol=344.4 gap_ev=9.64 homo_ev=-9.497 smiles=OCCO.OCCO.OCCO.OCCO.CO.CO.CO e_above_lowest_kj_mol=0.0
O 20.01 -8.22 18.62 -0.074
C 21.29 -8.56 19.10 -0.247
C 22.13 -9.28 18.06 -0.267
O 21.72 -10.62 17.86 -0.048
H 20.02 -7.39 18.13 0.038
H 21.85 -7.69 19.47 0.118
H 21.14 -9.24 19.94 0.122
H 23.18 -9.27 18.41 0.115
H 22.15 -8.70 17.13 0.076
H 22.01 -10.87 16.99 0.085
O 19.54 -2.55 17.30 -0.079
C 18.72 -3.51 17.94 -0.227
C 18.83 -4.89 17.30 -0.180
O 20.03 -5.55 17.74 -0.088
H 20.46 -2.86 17.17 0.034
H 18.97 -3.56 19.01 0.119
H 17.67 -3.20 17.86 0.121
H 18.82 -4.88 16.21 0.091
H 18.00 -5.53 17.63 0.127
H 20.70 -4.87 17.83 0.051
O 22.09 -3.77 19.66 -0.064
C 23.01 -2.88 19.00 -0.214
C 23.29 -3.48 17.64 -0.177
O 22.15 -3.30 16.77 -0.107
H 21.56 -3.25 20.27 0.091
H 22.51 -1.90 18.94 0.128
H 23.92 -2.79 19.60 0.122
H 23.41 -4.56 17.75 0.128
H 24.20 -3.08 17.19 0.133
H 22.44 -2.69 16.07 0.121
O 25.01 -6.56 14.18 -0.078
C 24.94 -7.86 13.62 -0.251
C 25.30 -8.88 14.68 -0.234
O 24.40 -8.78 15.79 -0.076
H 24.15 -6.32 14.55 0.035
H 23.98 -8.10 13.15 0.115
H 25.65 -7.84 12.78 0.116
H 26.29 -8.63 15.08 0.118
H 25.39 -9.91 14.32 0.118
H 24.68 -8.02 16.30 0.083
C 18.31 -8.96 13.99 -0.161
O 19.52 -9.20 14.67 -0.115
H 18.25 -8.04 13.41 0.062
H 18.13 -9.79 13.30 0.076
H 17.48 -8.94 14.70 0.081
H 19.43 -9.25 15.62 0.069
C 21.55 -6.79 15.08 -0.099
O 22.49 -5.71 15.16 -0.141
H 21.66 -7.46 15.94 0.050
H 20.56 -6.35 15.08 0.065
H 21.78 -7.31 14.16 0.088
H 22.17 -5.00 15.72 0.030
C 19.49 -4.17 13.36 -0.152
O 18.74 -5.38 13.33 -0.125
H 19.01 -3.31 12.90 0.078
H 19.61 -3.91 14.42 0.057
H 20.46 -4.29 12.88 0.084
H 18.12 -5.34 14.06 0.062

---

73
Properties=species:S:1:pos:R:3:lowdin_charge:R:1 method="wB97M-V/def2-TZVPD" lumo_energy_ev=-0.437 molar_mass_g_mol=667.5 gap_ev=2.14 homo_ev=-2.580 total_charge=-1 e_above_lowest_kj_mol=118.8
Cs -4.51 -0.77 4.40 0.896
S 0.00 0.26 0.24 -0.011
O -0.72 -0.88 0.81 -0.501
O 1.36 -0.10 0.45 -0.451
O -0.36 0.27 -1.14 -0.445
O -0.15 1.49 1.02 -0.495
C 0.30 4.73 -4.57 -0.824
O 0.86 5.38 -5.45 -0.003
N 0.64 4.81 -3.34 0.168
N -0.68 3.92 -4.74 0.171
H 1.46 5.32 -3.06 0.127
H 0.24 4.08 -2.76 0.116
H -0.77 3.33 -3.92 0.116
H -1.18 3.87 -5.61 0.127
C -3.88 -1.17 -8.50 -0.793
O -2.68 -1.07 -8.63 0.056
N -4.76 -1.17 -9.43 0.141
N -4.57 -1.20 -7.37 0.143
H -5.75 -0.96 -9.37 0.114
H -4.34 -0.89 -10.31 0.120
H -5.58 -1.10 -7.33 0.102
H -4.06 -1.19 -6.51 0.117
C 3.92 5.43 1.48 -0.806
O 4.78 6.25 1.74 -0.003
N 4.18 4.36 0.74 0.165
N 2.72 5.51 1.93 0.170
H 4.94 4.41 0.08 0.118
H 3.50 3.64 0.92 0.114
H 2.03 4.78 1.83 0.121
H 2.50 6.30 2.51 0.121
C 1.24 -6.13 2.83 -0.801
O 1.39 -7.30 3.11 0.027
N 0.73 -5.14 3.53 0.154
N 1.84 -5.64 1.78 0.160
H 0.52 -4.35 2.93 0.109
H 0.01 -5.51 4.13 0.109
H 2.35 -6.29 1.21 0.125
H 1.72 -4.64 1.65 0.119
C -5.77 4.01 -0.99 -0.763
O -6.97 4.29 -1.04 0.000
N -4.77 4.79 -0.69 0.157
N -5.29 2.82 -1.31 0.150
H -4.87 5.76 -0.42 0.119
H -3.90 4.31 -0.50 0.111
H -4.29 2.68 -1.27 0.113
H -5.95 2.08 -1.52 0.115
C 3.01 1.90 6.70 -0.110
C 2.08 2.96 7.20 -0.318
O 0.87 2.85 6.42 -0.081
H 2.59 0.89 6.71 0.079
H 4.03 1.82 7.06 0.076
H 3.10 2.05 5.62 0.076
H 2.57 3.92 7.08 0.103
H 1.97 2.88 8.28 0.105
H 1.17 2.64 5.53 0.074
C -5.44 -5.89 -2.38 -0.083
C -4.12 -5.12 -2.04 -0.329
O -4.04 -5.07 -0.66 -0.084
H -6.29 -5.30 -2.02 0.061
H -5.51 -6.89 -1.97 0.066
H -5.61 -5.88 -3.46 0.062
H -4.24 -4.09 -2.36 0.108
H -3.26 -5.56 -2.55 0.108
H -3.37 -4.46 -0.33 0.094
C 7.73 -3.71 3.13 -0.091
C 6.62 -2.70 3.34 -0.348
O 6.41 -2.28 2.03 -0.082
H 8.65 -3.14 3.04 0.069
H 7.68 -4.32 2.23 0.079
H 7.73 -4.24 4.08 0.067
H 6.92 -1.85 3.95 0.105
H 5.70 -3.06 3.82 0.108
H 5.63 -1.73 1.98 0.094

---

70
Properties=species:S:1:pos:R:3:lowdin_charge:R:1 method="wB97M-V/def2-TZVPD" lumo_energy_ev=0.202 molar_mass_g_mol=456.5 gap_ev=9.28 homo_ev=-9.078 smiles="NC(N)=O.NC(N)=O.NC(N)=O.NC(N)=O.NC(N)=O.CCO.CCO.CO.CO" e_above_lowest_kj_mol=780.5
N 0.12 0.89 1.15 0.076
C -0.06 -0.39 1.48 -0.563
N -0.17 -1.14 0.40 0.172
O -0.24 -0.95 2.74 -0.112
H 0.67 1.24 1.96 0.097
H 0.60 1.18 0.27 0.036
H -0.48 -2.14 0.41 0.067
H -0.29 -0.79 -0.56 0.062
N 1.53 1.23 -1.02 0.074
C 2.40 2.17 -1.10 -0.699
N 2.23 3.06 -0.20 0.199
O 3.33 2.24 -2.05 -0.041
H 0.92 1.22 -1.90 0.102
H 1.92 0.23 -1.12 0.114
H 2.96 3.84 -0.27 0.184
H 1.77 2.98 0.66 0.051
N 0.52 -3.20 -2.15 0.199
C -0.22 -3.93 -1.41 -0.589
N -1.06 -4.64 -2.04 0.178
O -0.28 -3.74 0.01 -0.170
H 1.23 -2.58 -1.74 0.089
H 0.53 -3.31 -3.13 0.094
H -1.73 -5.29 -1.58 0.147
H -0.95 -4.76 -3.04 0.132
N -1.89 2.14 -0.02 0.179
C -1.71 2.94 -1.03 -0.593
N -0.48 3.12 -1.48 0.129
O -2.67 3.82 -1.45 -0.094
H -2.73 2.20 0.47 0.112
H -1.07 1.60 0.40 0.061
H -0.29 3.80 -2.21 0.162
H 0.33 2.81 -0.93 0.075
N -0.31 1.21 -3.21 0.120
C -0.73 0.00 -3.09 -0.624
N -1.45 -0.11 -2.03 0.153
O -0.42 -1.07 -3.98 -0.166
H 0.46 1.35 -3.93 0.173
H -0.37 1.95 -2.43 0.030
H -1.94 -1.03 -2.09 0.132
H -1.60 0.51 -1.22 0.091
C -3.67 -3.37 0.53 -0.060
C -4.44 -2.20 0.09 -0.367
O -3.65 -1.18 -0.44 -0.073
H -4.43 -4.00 1.03 0.097
H -3.01 -2.99 1.25 0.057
H -3.08 -3.78 -0.31 0.072
H -5.05 -1.68 0.82 0.117
H -5.20 -2.46 -0.58 0.092
H -4.12 -0.36 -0.26 0.084
C 2.97 -1.67 0.15 -0.052
C 3.58 -1.20 -1.15 -0.358
O 2.59 -1.02 -2.07 -0.111
H 3.78 -1.86 0.92 0.115
H 2.40 -2.55 0.04 0.053
H 2.42 -0.81 0.53 0.050
H 4.33 -1.91 -1.44 0.111
H 4.13 -0.28 -1.03 0.109
H 3.04 -1.30 -2.94 0.171
C -0.73 1.72 5.07 -0.184
O -0.91 2.33 3.85 -0.124
H -1.33 0.84 5.25 0.078
H -0.81 2.43 5.91 0.085
H 0.33 1.37 5.07 0.075
H -0.98 1.62 3.21 0.040
C 2.46 2.36 3.30 -0.113
O 1.51 2.89 2.40 -0.166
H 3.45 2.70 2.93 0.088
H 2.44 1.27 3.27 0.089
H 2.43 2.74 4.33 0.096
H 1.19 3.69 2.75 0.084

---

60
Properties=species:S:1:pos:R:3:lowdin_charge:R:1 method="wB97M-V/def2-TZVPD" lumo_energy_ev=-0.116 molar_mass_g_mol=316.4 gap_ev=9.23 homo_ev=-9.346 smiles=CCO.CCO.CO.CO.CO.CO.CO.CO.CO e_above_lowest_kj_mol=485.2
C 2.84 -3.78 -1.64 -0.079
C 2.33 -2.92 -2.76 -0.346
O 1.48 -1.92 -2.29 -0.078
H 3.21 -4.69 -2.11 0.080
H 2.04 -4.05 -0.96 0.065
H 3.51 -3.24 -0.96 0.080
H 1.79 -3.63 -3.38 0.105
H 3.07 -2.59 -3.49 0.106
H 0.55 -1.85 -2.53 0.078
C -2.94 3.29 1.89 -0.053
C -4.20 2.66 1.23 -0.342
O -4.96 1.89 2.10 -0.091
H -3.25 4.04 2.62 0.076
H -2.28 3.71 1.13 0.068
H -2.36 2.42 2.21 0.050
H -3.97 2.10 0.33 0.090
H -5.00 3.38 1.03 0.107
H -4.51 1.04 2.14 0.023
C 0.84 0.18 0.34 -0.157
O -0.36 0.64 0.87 -0.121
H 1.18 -0.74 0.82 0.080
H 0.62 0.00 -0.71 0.061
H 1.67 0.88 0.28 0.082
H -1.08 0.04 0.65 0.049
C 3.66 0.93 -3.11 -0.183
O 4.71 1.79 -3.05 -0.105
H 3.22 0.78 -2.13 0.081
H 2.88 1.25 -3.79 0.087
H 3.99 -0.05 -3.46 0.078
H 4.97 2.08 -3.93 0.108
C -2.38 0.14 -2.21 -0.127
O -2.07 -0.85 -1.25 -0.145
H -3.04 0.95 -1.91 0.083
H -1.43 0.54 -2.57 0.078
H -2.83 -0.40 -3.04 0.083
H -1.97 -1.69 -1.72 0.080
C -0.44 -2.98 0.94 -0.217
O -1.30 -2.55 1.86 -0.087
H -0.68 -4.02 0.70 0.095
H -0.33 -2.34 0.07 0.057
H 0.54 -2.95 1.41 0.086
H -1.65 -3.32 2.32 0.105
C -0.17 1.00 3.97 -0.132
O 0.67 1.92 3.23 -0.142
H -1.20 1.35 4.01 0.061
H -0.13 0.04 3.46 0.066
H 0.20 1.04 4.99 0.075
H 0.75 1.63 2.32 0.019
C 5.02 2.64 0.52 -0.141
O 5.52 1.73 -0.48 -0.139
H 5.30 2.49 1.56 0.075
H 5.17 3.70 0.28 0.072
H 3.94 2.51 0.52 0.054
H 5.37 2.00 -1.39 0.016
C -4.75 -1.04 0.65 -0.071
O -3.70 -0.51 1.59 -0.143
H -5.41 -0.21 0.39 0.078
H -4.27 -1.48 -0.22 0.058
H -5.41 -1.82 1.02 0.071
H -2.97 -1.13 1.60 0.033